Entry from OMol25: a molecular structure, C19H25BaF3NO10PS2 (ωB97M-V/def2-TZVPD).

Element x y z (Å)
Ba -1.33 -1.11 -1.32
O -4.13 1.03 5.20
S -2.83 0.97 4.59
O -1.81 0.24 5.29
N -2.94 0.50 3.03
C -2.63 1.47 2.20
S -2.64 1.40 0.51
C -2.22 2.75 2.88
C -1.81 3.95 2.32
C -1.45 4.99 3.16
C -1.49 4.84 4.55
C -1.91 3.64 5.11
C -2.26 2.62 4.25
H -1.77 4.04 1.24
H -1.12 5.93 2.74
H -1.20 5.66 5.18
H -1.95 3.50 6.19
C 0.76 0.33 2.70
C 1.66 0.89 1.60
C 3.12 0.96 2.07
C 1.18 2.26 1.17
O 1.59 0.08 0.40
P 1.66 -1.54 0.43
O 2.71 -2.06 1.35
O 0.25 -2.04 0.54
O 2.09 -1.66 -1.14
C 2.85 -2.77 -1.68
C 4.30 -2.65 -1.23
C 2.75 -2.60 -3.19
C 2.24 -4.10 -1.25
H 0.73 1.01 3.55
H 1.14 -0.64 3.05
H -0.25 0.18 2.32
H 3.19 1.61 2.95
H 3.74 1.37 1.27
H 3.47 -0.04 2.32
H 1.23 2.96 2.01
H 0.15 2.21 0.82
H 1.81 2.64 0.36
H 4.71 -1.69 -1.54
H 4.89 -3.45 -1.70
H 4.37 -2.73 -0.15
H 3.14 -1.62 -3.48
H 1.71 -2.68 -3.52
H 3.33 -3.38 -3.69
H 2.30 -4.21 -0.17
H 2.78 -4.92 -1.72
H 1.19 -4.15 -1.56
F -4.39 0.86 -5.09
C -4.81 0.66 -3.82
F -5.24 1.85 -3.36
F -5.88 -0.14 -3.90
C -3.67 0.08 -2.93
O -3.93 -0.95 -2.30
O -2.61 0.75 -2.95
C -0.60 -2.13 -5.89
O -0.63 -3.14 -4.91
C -0.85 -2.65 -3.60
O -0.92 -3.55 -2.77
H 0.37 -2.14 -6.40
H -0.76 -1.15 -5.44
H -1.38 -2.31 -6.64

Properties
- LUMO energy (eV) = 4.228
- Kohn-Sham gap (Eh) = 0.2503
- E_HOMO (eV) = -2.58
- total charge = -2
- energy relative to the best compared isomer or geometry (same formula, charge and spin) (kJ/mol) = 0.00

Entry from OMol25: a molecular structure, C19H25CrN7OS (ωB97M-V/def2-TZVPD).

Element x y z (Å)
Cr 0.26 -0.34 0.51
C -2.42 -0.65 -1.51
C -2.25 0.86 -1.22
N -0.85 1.26 -0.95
C -0.11 1.65 -2.17
C 1.31 1.09 -2.22
N 1.43 -0.28 -1.71
C 1.03 -1.38 -2.60
C -0.49 -1.48 -2.73
N -1.15 -1.37 -1.43
H -3.09 -1.06 -0.76
H -2.91 -0.80 -2.48
H -2.65 1.46 -2.04
H -2.84 1.11 -0.33
H -0.88 2.06 -0.34
H -0.67 1.32 -3.04
H -0.03 2.74 -2.24
H 1.68 1.18 -3.25
H 1.95 1.71 -1.58
H 2.40 -0.44 -1.49
H 1.47 -1.26 -3.60
H 1.41 -2.30 -2.16
H -0.85 -0.68 -3.38
H -0.74 -2.42 -3.23
H -1.30 -2.30 -1.06
O 1.15 3.25 1.90
C 1.22 2.06 1.61
N 0.21 1.16 1.66
C -1.00 1.56 2.34
C -2.01 0.46 2.16
C -3.25 0.49 2.77
C -4.09 -0.60 2.64
C -3.65 -1.71 1.93
C -2.40 -1.66 1.34
N -1.61 -0.58 1.41
C 2.50 1.39 1.21
C 3.73 1.99 1.34
C 4.87 1.23 1.13
C 4.71 -0.12 0.81
C 3.44 -0.64 0.67
N 2.34 0.11 0.84
H -1.37 2.53 1.99
H -0.81 1.68 3.41
H -3.53 1.36 3.35
H -5.07 -0.59 3.10
H -4.25 -2.60 1.83
H -2.01 -2.51 0.79
H 3.77 3.03 1.63
H 5.85 1.66 1.22
H 5.57 -0.76 0.67
H 3.27 -1.68 0.42
S 1.18 -4.82 1.15
C 0.88 -3.28 0.94
N 0.66 -2.13 0.75

Properties
- LUMO energy (alpha / beta) (eV) = -3.104 / -3.117
- Kohn-Sham gap (alpha / beta) (Eh) = 0.2935 / 0.3020
- E_HOMO (alpha / beta) (eV) = -11.09 / -11.34
- total charge = +1
- energy relative to the best compared isomer or geometry (same formula, charge and spin) (kJ/mol) = 39.95
- spin multiplicity = 4

Entry from OMol25: 2 unconnected molecules or ions with the total composition C19H25F6N3O5 (ωB97M-V/def2-TZVPD).

Element x y z (Å)
O -4.72 -3.65 -1.93
O -0.62 -2.03 -0.30
O -1.28 -5.96 -3.37
F 1.66 8.51 2.14
F 1.79 8.82 -0.05
F 0.07 7.73 0.82
F 6.27 5.75 2.10
F 6.35 6.65 0.08
F 6.47 4.46 0.31
O 1.58 3.09 0.29
O -0.13 1.21 1.74
C -4.25 -4.30 -1.00
C -0.38 -3.20 -0.13
C -2.05 -5.03 -3.16
C 1.57 5.42 0.59
C 3.70 4.29 0.56
C 3.61 6.69 0.86
C 2.30 4.23 0.49
C 2.21 6.66 0.79
C 4.38 5.52 0.73
N 0.05 -3.61 1.05
N -3.04 -4.72 -4.01
N -2.96 -4.58 -0.89
C -5.16 -4.84 0.08
C 1.41 7.95 0.92
C 5.89 5.59 0.80
C -3.28 -5.36 -5.30
C -0.92 -0.40 3.35
C 0.00 0.80 3.11
C 2.06 1.86 0.85
C 0.93 0.82 0.85
C -0.55 -4.24 -1.23
C -1.95 -4.18 -1.88
H 0.49 5.34 0.53
H 4.27 3.37 0.45
H 4.11 7.64 1.01
H 0.29 -4.57 1.20
H 0.15 -2.89 1.74
H -3.71 -4.02 -3.69
H -2.66 -5.13 -0.10
H -6.19 -4.59 -0.17
H -5.05 -5.92 0.14
H -4.90 -4.37 1.03
H -2.50 -5.07 -6.00
H -4.25 -5.07 -5.69
H -3.25 -6.45 -5.18
H -0.64 -1.23 2.70
H -1.96 -0.12 3.15
H -0.84 -0.73 4.39
H -0.29 1.62 3.76
H 1.03 0.53 3.35
H 2.42 2.02 1.88
H 2.89 1.48 0.25
H 1.33 -0.16 1.13
H 0.53 0.73 -0.16
H -0.36 -5.24 -0.84
H 0.20 -4.02 -1.99
H -2.14 -3.15 -2.17

Properties
- LUMO energy (eV) = 0.332
- Kohn-Sham gap (Eh) = 0.3539
- E_HOMO (eV) = -9.30
- structure (SMILES) = CCOCCOc1cc(C(F)(F)F)cc(C(F)(F)F)c1.CNC(=O)[C@H](CC(N)=O)NC(C)=O

Entry from OMol25: a molecular structure, C19H25FLiN3O2S (ωB97M-V/def2-TZVPD).

Element x y z (Å)
Li -0.49 0.08 -0.18
O 1.04 -0.16 1.06
C 1.41 -1.53 1.28
C 0.53 -2.12 2.37
C -0.97 -2.00 2.10
C -1.39 -2.60 0.78
C -1.89 -3.89 0.68
C -2.25 -4.38 -0.57
C -2.09 -3.57 -1.68
C -1.58 -2.30 -1.50
N -1.24 -1.82 -0.30
H 1.70 0.22 0.47
H 2.46 -1.57 1.60
H 1.31 -2.10 0.35
H 0.76 -1.64 3.32
H 0.81 -3.17 2.47
H -1.27 -0.95 2.12
H -1.51 -2.50 2.91
H -2.01 -4.49 1.57
H -2.66 -5.38 -0.67
H -2.36 -3.90 -2.67
H -1.42 -1.62 -2.33
C -1.25 2.08 -6.51
C -0.57 1.23 -5.44
C 0.94 1.43 -5.45
N 1.62 0.69 -4.39
C 1.41 0.85 -3.07
S 1.74 -0.44 -2.04
N 0.90 2.02 -2.63
C 1.22 3.29 -3.09
O 0.44 4.20 -3.04
C 2.63 3.53 -3.57
C 2.84 4.55 -4.49
C 4.12 4.84 -4.93
C 5.20 4.13 -4.43
C 5.00 3.12 -3.50
C 3.71 2.81 -3.08
H -2.33 1.94 -6.50
H -0.89 1.81 -7.51
H -1.05 3.14 -6.35
H -0.80 0.17 -5.58
H -0.95 1.51 -4.45
H 1.17 2.50 -5.39
H 1.36 1.09 -6.40
H 2.01 -0.20 -4.64
H 0.10 1.92 -1.90
H 1.99 5.12 -4.84
H 4.28 5.64 -5.65
H 6.21 4.36 -4.76
H 5.84 2.57 -3.11
H 3.56 2.02 -2.35
F -0.95 1.49 -1.03

Properties
- LUMO energy (eV) = 0.480
- Kohn-Sham gap (Eh) = 0.3253
- E_HOMO (eV) = -8.37
- energy relative to the best compared isomer or geometry (same formula, charge and spin) (kJ/mol) = 0.00

Entry from OMol25: 6 unconnected molecules or ions with the total composition C19H25FO18 (ωB97M-V/def2-TZVPD).

Element x y z (Å)
C -15.62 -25.00 0.74
C -16.87 -24.58 -0.04
O -17.75 -24.34 1.01
C -17.08 -24.10 2.06
O -17.56 -23.66 3.06
O -15.90 -24.20 1.83
H -14.74 -24.65 0.20
H -15.45 -25.99 1.18
H -17.24 -25.45 -0.58
H -16.63 -23.70 -0.64
C -20.76 -15.92 -3.28
C -20.54 -14.43 -2.97
O -21.06 -14.21 -1.69
C -21.75 -15.33 -1.29
O -22.43 -15.35 -0.27
O -21.50 -16.36 -2.14
H -19.88 -16.55 -3.36
H -21.32 -15.99 -4.21
H -21.11 -13.87 -3.71
H -19.52 -14.04 -2.95
C -17.43 -19.55 -3.39
C -17.64 -20.82 -4.07
O -16.73 -21.69 -3.47
C -16.05 -21.06 -2.51
O -15.15 -21.61 -1.98
O -16.63 -19.86 -2.24
H -18.37 -19.05 -3.16
H -16.83 -18.90 -4.03
H -17.59 -20.68 -5.15
H -18.56 -21.39 -3.95
C -21.09 -19.53 -3.87
C -21.28 -20.94 -3.41
O -20.99 -21.70 -4.49
C -20.81 -20.91 -5.67
O -20.53 -21.42 -6.70
O -21.00 -19.63 -5.26
H -20.14 -19.06 -3.62
H -22.00 -19.05 -3.50
H -22.32 -21.13 -3.15
H -20.62 -21.11 -2.56
C -18.18 -16.84 -0.80
C -18.61 -17.97 0.17
C -19.92 -17.80 0.98
O -20.73 -18.85 0.58
C -20.00 -19.73 -0.03
O -20.17 -20.88 -0.34
O -18.92 -19.14 -0.59
H -18.56 -15.90 -0.41
H -18.56 -16.91 -1.82
H -17.10 -16.70 -0.77
H -17.76 -18.18 0.81
H -20.39 -16.83 0.82
H -19.65 -18.04 2.01
C -12.39 -23.46 -1.14
C -11.33 -22.77 -1.96
O -10.11 -23.44 -1.46
C -10.19 -23.77 -0.29
O -9.23 -24.05 0.48
O -11.51 -23.71 0.00
F -11.20 -21.55 -1.64
H -12.84 -24.26 -1.71
H -13.14 -22.68 -1.00
H -11.30 -22.89 -3.04

Properties
- LUMO energy (eV) = -0.133
- Kohn-Sham gap (Eh) = 0.3739
- E_HOMO (eV) = -10.31
- energy relative to the best compared isomer or geometry (same formula, charge and spin) (kJ/mol) = 353.96
- structure (SMILES) = O=C1OC[C@@H](F)O1.C[C@H]1COC(=O)O1.O=C1OCCO1.O=C1OCCO1.O=C1OCCO1.O=C1OCCO1

Entry from OMol25: a molecular structure, C19H25FeN2O3 (ωB97M-V/def2-TZVPD).

Element x y z (Å)
O -3.67 -0.36 -0.35
C -2.52 -0.30 -0.21
Fe -0.83 0.08 0.10
C -1.00 1.63 -0.79
O -1.20 2.69 -1.23
C -1.27 0.96 1.56
O -1.59 1.69 2.41
C 1.42 0.42 0.57
C 1.61 -0.51 1.62
C 0.71 -1.52 1.86
C -0.47 -1.67 1.06
C -0.40 -1.89 -0.36
C 0.59 -1.27 -1.12
C 1.05 0.02 -0.75
H 1.79 1.45 0.68
H 2.45 -0.36 2.30
H 0.84 -2.16 2.73
H -1.35 -2.10 1.57
H -1.12 -2.58 -0.82
H 0.78 -1.61 -2.14
H 1.32 0.70 -1.57
C 3.74 0.11 6.84
C 4.02 1.21 7.88
C 4.33 2.49 7.08
N 3.90 2.21 5.73
C 4.48 3.04 4.72
C 3.89 2.77 3.32
C 4.34 3.82 2.29
C 3.07 4.11 1.46
C 1.89 3.67 2.33
N 2.44 2.67 3.24
C 3.88 0.78 5.46
H 4.45 -0.72 6.93
H 2.72 -0.27 6.94
H 3.13 1.39 8.50
H 4.86 0.95 8.52
H 3.79 3.37 7.46
H 5.40 2.73 7.14
H 4.36 4.11 4.99
H 5.58 2.87 4.62
H 4.30 1.78 3.03
H 4.69 4.73 2.80
H 5.15 3.42 1.69
H 3.01 5.16 1.17
H 3.10 3.50 0.54
H 1.52 4.52 2.94
H 1.04 3.30 1.72
H 1.99 2.66 4.14
H 4.81 0.43 4.95
H 3.06 0.53 4.78

Properties
- LUMO energy (alpha / beta) (eV) = -2.691 / -7.349
- Kohn-Sham gap (alpha / beta) (Eh) = 0.1923 / 0.1323
- E_HOMO (alpha / beta) (eV) = -7.92 / -10.95
- total charge = +1
- energy relative to the best compared isomer or geometry (same formula, charge and spin) (kJ/mol) = 0.00
- spin multiplicity = 5

Question: Number 4 is which compound?
Answer: C19H25FLiN3O2S

What did the fifth record say?
Entry from OMol25: 6 unconnected molecules or ions with the total composition C19H25FO18 (ωB97M-V/def2-TZVPD).

Element x y z (Å)
C -15.62 -25.00 0.74
C -16.87 -24.58 -0.04
O -17.75 -24.34 1.01
C -17.08 -24.10 2.06
O -17.56 -23.66 3.06
O -15.90 -24.20 1.83
H -14.74 -24.65 0.20
H -15.45 -25.99 1.18
H -17.24 -25.45 -0.58
H -16.63 -23.70 -0.64
C -20.76 -15.92 -3.28
C -20.54 -14.43 -2.97
O -21.06 -14.21 -1.69
C -21.75 -15.33 -1.29
O -22.43 -15.35 -0.27
O -21.50 -16.36 -2.14
H -19.88 -16.55 -3.36
H -21.32 -15.99 -4.21
H -21.11 -13.87 -3.71
H -19.52 -14.04 -2.95
C -17.43 -19.55 -3.39
C -17.64 -20.82 -4.07
O -16.73 -21.69 -3.47
C -16.05 -21.06 -2.51
O -15.15 -21.61 -1.98
O -16.63 -19.86 -2.24
H -18.37 -19.05 -3.16
H -16.83 -18.90 -4.03
H -17.59 -20.68 -5.15
H -18.56 -21.39 -3.95
C -21.09 -19.53 -3.87
C -21.28 -20.94 -3.41
O -20.99 -21.70 -4.49
C -20.81 -20.91 -5.67
O -20.53 -21.42 -6.70
O -21.00 -19.63 -5.26
H -20.14 -19.06 -3.62
H -22.00 -19.05 -3.50
H -22.32 -21.13 -3.15
H -20.62 -21.11 -2.56
C -18.18 -16.84 -0.80
C -18.61 -17.97 0.17
C -19.92 -17.80 0.98
O -20.73 -18.85 0.58
C -20.00 -19.73 -0.03
O -20.17 -20.88 -0.34
O -18.92 -19.14 -0.59
H -18.56 -15.90 -0.41
H -18.56 -16.91 -1.82
H -17.10 -16.70 -0.77
H -17.76 -18.18 0.81
H -20.39 -16.83 0.82
H -19.65 -18.04 2.01
C -12.39 -23.46 -1.14
C -11.33 -22.77 -1.96
O -10.11 -23.44 -1.46
C -10.19 -23.77 -0.29
O -9.23 -24.05 0.48
O -11.51 -23.71 0.00
F -11.20 -21.55 -1.64
H -12.84 -24.26 -1.71
H -13.14 -22.68 -1.00
H -11.30 -22.89 -3.04

Properties
- LUMO energy (eV) = -0.133
- Kohn-Sham gap (Eh) = 0.3739
- E_HOMO (eV) = -10.31
- energy relative to the best compared isomer or geometry (same formula, charge and spin) (kJ/mol) = 353.96
- structure (SMILES) = O=C1OC[C@@H](F)O1.C[C@H]1COC(=O)O1.O=C1OCCO1.O=C1OCCO1.O=C1OCCO1.O=C1OCCO1